1.
Here is a cluster of 2 separate species, C5H13N3O2 in total in a non-equilibrium geometry from the Open Molecules 2025 dataset. Energies are from wB97M-V/def2-TZVPD.

Geometry as XYZ:
```
23
Properties=species:S:1:pos:R:3:lowdin_charge:R:1
C 1.01553 -1.08234 -0.89967 -0.25
C 2.43703 -1.65873 -0.51685 -0.08
C -0.77190 -1.74487 0.74688 -0.55
N 0.32526 -1.05956 0.43845 0.00
N -1.83068 -1.82176 -0.17741 0.10
N -0.83518 -2.40637 1.92628 0.11
H 1.01410 -0.00291 -1.24699 0.10
H 0.45574 -1.37188 -1.66642 0.03
H 2.29786 -2.56620 0.06582 0.06
H 3.13350 -1.03284 -0.11204 0.02
H 0.92574 2.50576 1.28562 0.13
H -1.48984 -1.81490 -1.15573 0.09
H -2.55216 -2.56656 -0.12207 0.09
H -0.44183 -2.23144 2.82437 0.08
H -1.76951 -2.95260 2.14078 0.14
H 3.06048 -1.78437 -1.48037 0.09
C -1.38067 2.21684 -0.86037 0.05
C 0.01148 2.46961 -0.48546 -0.56
O 1.05527 2.70430 -1.01178 0.10
O 0.05484 2.66734 0.87159 0.04
H -1.27721 1.93784 -1.78377 0.04
H -1.95406 3.14473 -0.55996 0.15
H -1.76831 1.57311 -0.28617 0.01
```

The calculation puts the energy relative to the best compared isomer or geometry (same formula, charge and spin) at 88.2 kcal per mole. The value obtained for the LUMO energy is 0.6 eV. Its charge is 0.

=====

2.
Here is a cluster of 2 separate species, C5H13N3O2 in total in a non-equilibrium geometry from the Open Molecules 2025 dataset. Energies are from wB97M-V/def2-TZVPD.

Geometry as XYZ:
```
23
Properties=species:S:1:pos:R:3:lowdin_charge:R:1
C 1.27699 1.11754 -0.11086 -0.52
C -3.07883 0.41853 -1.34555 -0.06
C -1.47760 0.15348 -1.12371 -0.29
C -1.11363 0.06474 0.30774 -0.07
C 1.01525 0.04621 0.93493 -0.31
N 1.05366 0.28297 2.30749 0.12
N 1.40981 -1.31571 0.67247 -0.08
N 2.76125 -1.57554 0.24395 0.02
O 1.60919 0.60503 -1.30413 0.11
O 1.32696 2.32243 0.09598 0.09
H -3.25990 1.24866 -0.68394 0.05
H -3.35766 0.68904 -2.41293 0.09
H -3.63058 -0.40273 -1.09481 0.02
H -0.90622 1.08274 -1.58450 0.13
H -1.04595 -0.73752 -1.56233 0.09
H -1.29972 -0.92467 0.61330 0.06
H -1.49996 0.90985 0.85797 0.08
H 0.82798 -0.45214 2.96557 0.10
H 0.60297 1.17709 2.49489 0.10
H 1.21762 -1.93018 1.38112 0.07
H 1.38577 -0.29810 -1.33398 0.06
H 2.85297 -1.68647 -0.80487 0.10
H 3.32963 -0.79524 0.48621 0.06
```

The calculation puts the energy relative to the best compared isomer or geometry (same formula, charge and spin) at 100.9 kcal per mole. The value obtained for the LUMO energy is 0.7 eV. Its charge is 0.

=====

3.
Here is the ion C5H13N4O4P2 with charge +1 in a non-equilibrium geometry from the Open Molecules 2025 dataset. Energies are from wB97M-V/def2-TZVPD.

Geometry as XYZ:
```
28
Properties=species:S:1:pos:R:3:lowdin_charge:R:1
C -3.30829 0.24690 0.25051 -0.30
P -1.55988 1.04710 -0.06194 0.88
C -1.61196 1.55371 -1.92786 -0.30
N -0.42487 -0.30985 0.16059 -0.30
N -0.60225 -1.36139 -0.72472 0.06
C 0.44487 -2.39647 -0.37752 -0.12
N 0.48058 -3.58270 -1.08624 -0.03
O -0.47743 -3.72819 -2.05418 0.00
N 1.31582 -1.90067 0.77262 0.15
C 0.71851 -0.54595 1.12247 -0.12
C 1.18537 0.55779 2.27741 -0.14
P 2.57585 1.61278 1.41405 0.75
O 3.51389 0.55376 0.64076 -0.40
O 1.72338 2.56684 0.18161 -0.24
O 3.48926 2.58962 2.53100 -0.20
H -3.17318 -0.38092 1.24633 0.06
H -3.53496 -0.47975 -0.64697 0.04
H -4.13295 1.09472 0.37144 0.08
H -2.46599 2.37964 -2.03000 0.08
H -1.91496 0.63212 -2.59506 0.04
H -0.60647 2.05212 -2.27878 0.06
H -1.36881 -1.34495 -1.43307 0.15
H 1.20419 -4.31421 -0.87493 0.20
H -0.17977 -3.04488 -2.75315 0.16
H 0.27335 1.26317 2.56924 0.11
H 1.55323 0.05587 3.27092 0.13
H 2.44854 2.91757 -0.41707 0.09
H 4.43491 2.26622 2.45256 0.10
```

The value obtained for the LUMO energy is -4.0 eV. Its charge is +1.

=====

4.
Here is the molecule C5H13NO in a non-equilibrium geometry from the Open Molecules 2025 dataset. Energies are from wB97M-V/def2-TZVPD.

Geometry as XYZ:
```
20
Properties=species:S:1:pos:R:3:lowdin_charge:R:1
C -1.30236 0.54743 -1.41792 -0.07
C -0.50737 1.01913 -0.21765 -0.47
C 0.90316 0.40040 -0.25836 -0.19
C 1.01143 -1.13232 -0.34415 -0.17
C 0.03054 -1.83773 0.59061 -0.28
O 0.31308 -1.58874 1.96307 -0.07
N -0.32200 2.47689 -0.18973 0.03
H -2.16460 1.19180 -1.59477 0.08
H -0.68350 0.61175 -2.30990 0.08
H -1.67096 -0.46895 -1.28215 0.07
H -0.98604 0.70488 0.69839 0.13
H 1.48245 0.74197 0.60725 0.11
H 1.39675 0.89312 -1.10015 0.11
H 0.87143 -1.48513 -1.36432 0.11
H 1.97758 -1.37925 0.09704 0.11
H 0.13847 -2.90423 0.42074 0.11
H -1.01269 -1.59040 0.39265 0.09
H 0.61860 -0.67114 2.05921 0.08
H -0.39850 2.81565 -1.15187 0.07
H -1.11616 2.91785 0.25946 0.07
```

The calculation puts the energy relative to the best compared isomer or geometry (same formula, charge and spin) at 21.2 kcal per mole. The value obtained for the LUMO energy is 1.0 eV. Its charge is 0.

=====

5.
Here is a cluster of 2 separate species, C5H13NO in total in a non-equilibrium geometry from the Open Molecules 2025 dataset. Energies are from wB97M-V/def2-TZVPD.

Geometry as XYZ:
```
20
Properties=species:S:1:pos:R:3:lowdin_charge:R:1
C -0.62141 -1.17979 -1.59944 -0.07
N -2.70783 -0.26656 0.15791 0.05
C -1.34757 0.13641 0.34135 -0.34
C -0.39724 -0.07371 -0.58438 -0.30
C 1.00715 0.41538 -0.51857 -0.09
C -1.07964 0.65825 1.76489 -0.04
H -1.66279 -1.48555 -1.65184 0.06
H -0.29047 -0.97259 -2.62423 0.07
H -0.02998 -2.05303 -1.29936 0.08
H -3.16444 0.42965 -0.40788 0.08
H -3.17619 -0.32550 1.05646 0.07
H 1.18207 1.46543 -0.77851 0.09
H 1.41524 0.55671 0.49505 0.06
H 1.67518 -0.17218 -1.13811 0.07
H -1.08531 -0.10781 2.54577 0.08
H -1.88710 1.36085 1.99724 0.07
H -0.10977 1.12774 1.79437 0.05
H 3.85617 0.78252 0.43665 0.03
H 4.20067 -0.53561 0.28467 0.03
O 4.22327 0.23939 -0.27203 -0.05
```

The calculation puts the energy relative to the best compared isomer or geometry (same formula, charge and spin) at 38.5 kcal per mole. The value obtained for the LUMO energy is 0.7 eV. Its charge is 0.

=====

6.
Here is the molecule C5H13NO in a non-equilibrium geometry from the Open Molecules 2025 dataset. Energies are from wB97M-V/def2-TZVPD.

Geometry as XYZ:
```
20
Properties=species:S:1:pos:R:3:lowdin_charge:R:1
C 1.57320 -1.82482 0.05329 -0.12
N 0.90662 -0.54876 0.26102 -0.15
C -0.30062 -0.26076 -0.49979 -0.42
C -0.71162 1.13003 0.10206 -0.14
C -0.92867 0.93314 1.66848 -0.27
O -1.69111 1.96833 2.25190 -0.12
C 0.00570 -0.27239 -1.98877 -0.06
H 1.97192 -2.20017 1.07597 0.10
H 0.88361 -2.55012 -0.51497 0.11
H 2.38946 -1.74398 -0.51393 0.01
H 1.57146 0.25365 0.17960 0.13
H -1.11363 -1.00488 -0.15979 0.16
H 0.03846 1.85286 -0.15033 0.10
H -1.64212 1.53429 -0.35942 0.12
H -1.51296 0.02593 1.91911 0.12
H 0.03581 0.85732 2.19702 0.11
H -2.02257 2.59358 1.52470 0.11
H -0.11294 -1.20041 -2.31879 0.02
H 1.07028 -0.17480 -2.26868 0.09
H -0.41028 0.63196 -2.45869 0.09
```

The calculation puts the energy relative to the best compared isomer or geometry (same formula, charge and spin) at 59.7 kcal per mole. The value obtained for the LUMO energy is 1.0 eV. Its charge is 0.

=====

7.
Here is a cluster of 2 separate species, C5H13NO in total in a non-equilibrium geometry from the Open Molecules 2025 dataset. Energies are from wB97M-V/def2-TZVPD.

Geometry as XYZ:
```
20
Properties=species:S:1:pos:R:3:lowdin_charge:R:1
C 2.83126 0.91696 -1.05448 -0.15
C 2.68915 -0.13038 0.03655 -0.26
C 1.23976 -0.04081 0.84999 -0.22
C -0.04330 -0.57300 0.26889 -0.12
C -1.16074 -0.08346 0.92327 -0.19
N -2.44590 -0.56313 0.73360 0.07
H 3.79059 0.71570 -1.63215 0.08
H 3.08720 1.88256 -0.48439 0.09
H 1.97812 1.03753 -1.70494 0.06
H 2.67521 -1.12621 -0.45342 0.09
H 3.43822 -0.08233 0.80124 0.08
H 1.47431 -0.61936 1.76622 0.09
H 1.21705 1.09795 1.00745 0.12
H -0.04053 -1.11874 -0.59609 0.06
H -1.06539 0.77467 1.58544 0.11
H -2.44675 -1.22272 0.06502 0.04
H -3.18113 -0.30747 1.31143 0.06
H -4.60562 -0.36379 -1.97029 0.09
H -4.53572 0.28322 -0.46573 0.03
O -4.89579 -0.47721 -0.98760 -0.13
```

The calculation puts the energy relative to the best compared isomer or geometry (same formula, charge and spin) at 58.6 kcal per mole. The value obtained for the LUMO energy is 0.8 eV. Its charge is 0.

=====

8.
Here is the molecule C5H13NO in a non-equilibrium geometry from the Open Molecules 2025 dataset. Energies are from wB97M-V/def2-TZVPD.

Geometry as XYZ:
```
20
Properties=species:S:1:pos:R:3:lowdin_charge:R:1
C -0.93258 0.64746 0.44583 -0.18
C -2.33945 0.39685 0.10841 -0.28
O -2.68329 -0.95230 0.44549 -0.06
C 0.17616 0.81640 -0.65687 -0.18
N 1.54596 0.18148 -0.44419 -0.22
C 1.30060 -1.26974 -0.97497 -0.06
C 1.87103 0.16222 0.91330 -0.18
H -0.61452 0.05485 1.33525 0.12
H -1.16158 1.69350 0.85994 0.13
H -2.74806 0.50756 -0.97102 0.15
H -2.95948 0.97753 0.70596 0.08
H -2.08997 -1.50695 0.02285 0.02
H -0.08287 0.46565 -1.59827 0.07
H 0.30455 1.94283 -0.82495 0.13
H 0.29726 -1.75820 -0.61643 0.11
H 1.42780 -1.28029 -1.97633 0.02
H 2.19657 -1.84853 -0.56172 0.09
H 1.20402 0.33345 1.64822 0.02
H 2.71700 -0.60834 1.04400 0.11
H 2.57086 1.04460 1.09549 0.10
```

The calculation puts the energy relative to the best compared isomer or geometry (same formula, charge and spin) at 88.2 kcal per mole. The value obtained for the LUMO energy is 0.9 eV. Its charge is 0.

=====

9.
Here is a cluster of 2 separate species, C5H13NO in total in a non-equilibrium geometry from the Open Molecules 2025 dataset. Energies are from wB97M-V/def2-TZVPD.

Geometry as XYZ:
```
20
Properties=species:S:1:pos:R:3:lowdin_charge:R:1
C -1.43028 0.81434 1.94410 -0.21
N -1.90819 0.56905 0.65188 -0.16
C -1.39464 -0.66224 0.01000 -0.23
C -0.06070 -0.66014 -0.84116 -0.17
C 0.41412 0.72612 -1.36267 -0.20
C -0.34063 1.41623 -2.14477 -0.04
H -0.95717 -0.00682 2.45444 0.05
H -2.30674 0.61110 2.74208 0.09
H -1.06849 1.84206 2.23919 0.09
H -2.00831 1.47155 0.12507 0.12
H -2.22050 -0.97061 -0.61141 0.08
H -1.26387 -1.44101 0.89884 0.14
H -0.14694 -1.31894 -1.74885 0.12
H 0.72711 -0.91847 -0.00997 0.12
H 1.43474 0.80711 -1.10149 0.08
H -1.30423 1.14490 -2.42743 0.04
H -0.20025 2.41945 -2.69758 0.09
H 4.71369 -1.66041 -0.07953 0.04
H 4.99931 -2.32140 1.17940 -0.02
O 4.32195 -1.86187 0.77985 -0.03
```

The calculation puts the energy relative to the best compared isomer or geometry (same formula, charge and spin) at 89.7 kcal per mole. The value obtained for the LUMO energy is 0.8 eV. Its charge is 0.

=====

10.
Here is a cluster of 2 separate species, C5H13NO in total in a non-equilibrium geometry from the Open Molecules 2025 dataset. Energies are from wB97M-V/def2-TZVPD.

Geometry as XYZ:
```
20
Properties=species:S:1:pos:R:3:lowdin_charge:R:1
C 0.41134 -0.36403 -2.49188 -0.12
C 0.17760 0.50174 -1.25324 -0.27
N -0.66136 1.12797 1.51652 0.11
C 0.31456 0.17927 1.22763 -0.42
C 0.62604 -0.29638 -0.01966 -0.11
C 1.28362 -0.22556 2.29848 -0.08
H -0.11044 -1.32334 -2.53137 0.07
H -0.04798 0.18700 -3.34789 0.08
H 1.46977 -0.53496 -2.72618 0.07
H -0.85093 0.82027 -1.09747 0.07
H 0.65385 1.47846 -1.31707 0.10
H -0.41654 1.78993 2.24295 0.09
H -1.00531 1.61474 0.70183 0.07
H 0.93458 -1.33387 -0.12559 0.10
H 2.06176 0.58357 2.39747 0.09
H 0.93699 -0.28602 3.34501 0.07
H 1.86381 -1.14674 2.15935 0.08
H -1.99450 -1.50610 -0.33144 0.03
H -2.86813 -0.25199 -0.04241 0.02
O -2.77873 -1.01394 -0.60506 -0.05
```

The calculation puts the energy relative to the best compared isomer or geometry (same formula, charge and spin) at 38.8 kcal per mole. The value obtained for the LUMO energy is 0.8 eV. Its charge is 0.

=====

11.
Here is a cluster of 2 separate species, C5H13NO in total in a non-equilibrium geometry from the Open Molecules 2025 dataset. Energies are from wB97M-V/def2-TZVPD.

Geometry as XYZ:
```
20
Properties=species:S:1:pos:R:3:lowdin_charge:R:1
C -0.48208 0.52685 -0.28290 -0.20
C -0.33389 1.72094 0.60442 -0.14
C -0.31983 0.81646 -1.79888 -0.55
O 0.40479 0.13051 -2.52018 0.02
N -1.02859 1.85189 -2.26432 0.16
H 0.25781 -0.23538 0.05041 0.10
H -1.45964 0.10258 -0.11871 0.11
H -0.20328 1.30369 1.65230 0.08
H -1.30112 2.32128 0.65202 0.08
H -0.94148 2.02329 -3.30504 0.16
H -1.64207 2.31424 -1.69452 0.06
H 0.53125 2.42407 0.41079 0.10
C 0.53747 -1.66744 2.59567 -0.18
C 1.18924 -3.07338 2.65128 -0.16
H -0.15302 -1.62668 1.78775 0.03
H 0.01292 -1.51721 3.57237 0.08
H 1.28124 -0.86256 2.43777 0.07
H 1.74352 -3.18841 3.58969 0.06
H 1.83732 -3.19058 1.74823 0.08
H 0.45293 -3.81626 2.61106 0.03
```

The calculation puts the energy relative to the best compared isomer or geometry (same formula, charge and spin) at 12.1 kcal per mole. The value obtained for the LUMO energy is 0.8 eV. Its charge is 0.

=====

12.
Here is a cluster of 2 separate species, C5H13NO in total in a non-equilibrium geometry from the Open Molecules 2025 dataset. Energies are from wB97M-V/def2-TZVPD.

Geometry as XYZ:
```
20
Properties=species:S:1:pos:R:3:lowdin_charge:R:1
C -0.38865 -0.52206 1.92983 -0.07
N -0.76066 1.65429 0.08502 0.08
C -1.24780 0.35837 -0.22200 -0.38
C -0.86558 -0.71090 0.48986 -0.32
C -1.01909 -2.13103 0.05342 -0.08
C -2.08149 0.22820 -1.46599 -0.05
H -1.16065 -0.01496 2.50106 0.08
H -0.20677 -1.50842 2.36475 0.07
H 0.61614 -0.08908 2.03671 0.08
H -0.36681 1.62375 1.01967 0.06
H -1.50276 2.33736 0.19967 0.08
H -1.43047 -2.30324 -0.94332 0.07
H -0.03620 -2.62829 0.09890 0.08
H -1.61501 -2.71892 0.76192 0.08
H -2.83803 -0.54073 -1.30594 0.07
H -1.47425 -0.14546 -2.29368 0.08
H -2.55252 1.15190 -1.80293 0.07
H 4.93031 1.53295 -1.39686 0.03
H 5.98848 0.99091 -0.57906 0.03
O 5.04049 0.85915 -0.71890 -0.06
```

The calculation puts the energy relative to the best compared isomer or geometry (same formula, charge and spin) at 29.2 kcal per mole. The value obtained for the LUMO energy is 1.0 eV. Its charge is 0.